No. 1
{
  "formula": "C20H24BrMnN5O8",
  "method": "the ωB97M-V functional and the def2-TZVPD basis",
  "species": ["Mn", "C", "C", "N", "C", "C", "N", "C", "O", "O", "C", "O", "O", "H", "H", "H", "H", "H", "C", "C", "C", "N", "H", "H", "H", "H", "H", "Br", "C", "C", "C", "C", "N", "C", "H", "H", "H", "H", "O", "C", "O", "C", "N", "C", "C", "C", "H", "H", "H", "H", "H", "H", "H", "H", "H", "O", "C", "O", "H"],
  "xyz": [[0.409, 0.797, -0.328], [1.740, -2.289, 0.394], [1.834, -1.793, -1.005], [1.442, -0.564, -1.262], [1.603, -0.310, -2.595], [2.113, -1.424, -3.175], [2.258, -2.341, -2.152], [2.530, -1.775, -4.564], [2.285, -0.874, -5.494], [2.973, -2.871, -4.766], [1.178, 1.051, -2.989], [1.221, 1.444, -4.128], [0.736, 1.725, -1.940], [1.941, -1.561, 2.376], [2.396, -3.139, 0.570], [0.718, -2.627, 0.586], [2.652, -3.262, -2.310], [1.888, -0.043, -5.153], [4.559, -1.885, 1.615], [3.598, -0.749, 1.279], [2.121, -1.167, 1.372], [1.271, 0.051, 1.224], [5.580, -1.508, 1.630], [4.529, -2.690, 0.881], [4.348, -2.308, 2.598], [3.797, -0.349, 0.281], [3.767, 0.070, 1.982], [-0.860, 0.033, 5.927], [0.246, 0.792, 4.632], [0.928, 1.983, 4.860], [1.720, 2.519, 3.855], [1.830, 1.866, 2.652], [1.170, 0.709, 2.467], [0.375, 0.171, 3.413], [0.831, 2.485, 5.814], [2.257, 3.445, 4.001], [2.415, 2.224, 1.817], [-0.157, -0.730, 3.145], [-2.301, 1.940, -1.372], [-2.237, 0.731, -1.299], [-1.234, 0.020, -0.879], [-3.408, -0.117, -1.793], [-4.373, 0.864, -2.414], [-5.688, 0.776, -1.669], [-5.263, 0.276, -0.300], [-4.186, -0.759, -0.633], [-3.069, -0.833, -2.538], [-4.485, 0.727, -3.417], [-3.929, 1.788, -2.260], [-6.313, 0.053, -2.190], [-6.171, 1.749, -1.683], [-6.100, -0.148, 0.250], [-4.847, 1.093, 0.293], [-4.637, -1.695, -0.962], [-3.529, -0.975, 0.205], [-1.700, 1.362, 1.774], [-1.165, 2.348, 1.325], [-0.094, 2.321, 0.542], [-1.513, 3.372, 1.510]],
  "mulliken_charge": [0.029, -1.582, 0.039, 0.859, -0.227, 0.531, -0.126, 0.514, -0.487, -0.538, 0.887, -0.720, -0.568, 0.726, 0.537, 0.433, 0.312, 0.393, -1.357, -0.414, -0.062, -0.231, 0.416, 0.323, 0.353, 0.293, 0.351, -0.069, -0.619, 0.022, -1.117, 0.259, 0.148, 0.203, 0.510, 0.480, 0.510, 0.626, -0.622, 0.472, -0.205, -0.399, -0.076, -0.643, -0.563, -0.742, 0.458, 0.352, 0.424, 0.344, 0.383, 0.445, 0.220, 0.422, 0.328, -0.472, 0.100, -0.288, 0.423],
  "lumo_ev": [-9.100, -6.812],
  "relative_energy_kj_mol": 188.18,
  "total_charge": 2,
  "spin_multiplicity": 4,
  "total_energy_ev": -146309.9606
}

No. 2
{
  "formula": "C20H24BrN8V",
  "method": "the ωB97M-V functional and the def2-TZVPD basis",
  "species": ["V", "Br", "C", "C", "C", "C", "C", "C", "C", "C", "C", "C", "H", "H", "H", "H", "H", "H", "C", "N", "C", "C", "N", "N", "C", "N", "N", "H", "H", "H", "H", "H", "H", "H", "H", "H", "H", "H", "N", "C", "C", "C", "C", "C", "N", "C", "H", "H", "H", "H", "N", "H", "H", "H"],
  "xyz": [[0.176, 0.937, -0.073], [-1.319, 2.214, 1.735], [-2.273, 0.647, 2.324], [-3.202, 0.800, 3.303], [-3.901, -0.342, 3.749], [-3.633, -1.564, 3.205], [-2.659, -1.718, 2.187], [-2.367, -2.984, 1.630], [-1.414, -3.106, 0.661], [-0.722, -1.965, 0.192], [-0.960, -0.691, 0.677], [-1.944, -0.582, 1.706], [-3.402, 1.772, 3.732], [-4.647, -0.235, 4.525], [-4.166, -2.442, 3.550], [-2.907, -3.850, 1.993], [-1.186, -4.083, 0.250], [0.041, -2.113, -0.567], [3.771, 0.896, 3.254], [4.073, 0.384, 1.926], [5.328, -0.326, 1.709], [3.100, 0.424, 0.983], [1.882, 0.792, 1.204], [3.521, 0.061, -0.293], [2.739, -0.226, -1.400], [3.448, -0.792, -2.418], [1.493, 0.060, -1.464], [4.695, 0.979, 3.816], [3.093, 0.238, 3.806], [3.328, 1.890, 3.186], [5.832, -0.441, 2.663], [6.010, 0.223, 1.053], [5.158, -1.326, 1.307], [1.691, 0.915, 2.191], [4.514, 0.015, -0.441], [4.221, -1.400, -2.208], [2.931, -1.025, -3.250], [1.017, -0.332, -2.283], [-5.577, 0.553, -3.166], [-4.540, 1.025, -3.025], [-3.233, 1.603, -2.849], [-2.783, 2.627, -3.674], [-1.513, 3.135, -3.468], [-0.743, 2.600, -2.454], [-1.174, 1.613, -1.652], [-2.400, 1.128, -1.844], [-3.421, 3.011, -4.459], [-1.125, 3.934, -4.083], [0.262, 2.958, -2.258], [-2.720, 0.339, -1.173], [-0.361, -1.408, -3.434], [-0.144, -2.280, -3.903], [-0.967, -0.890, -4.061], [-0.919, -1.651, -2.619]],
  "mulliken_charge": [-0.443, -0.180, 0.300, -0.762, -0.522, -0.933, 0.976, -0.834, -1.216, -0.056, -0.148, 1.347, 0.422, 0.399, 0.383, 0.386, 0.418, 0.574, -1.159, 0.160, -1.044, 0.467, -0.295, -0.098, 0.483, -0.486, -0.152, 0.342, 0.373, 0.409, 0.344, 0.318, 0.397, 0.129, 0.253, 0.182, 0.230, -0.024, -0.434, -0.155, 0.065, -0.185, -0.931, -0.149, 0.326, -0.325, 0.531, 0.429, 0.391, 0.605, -0.718, 0.254, 0.195, 0.160],
  "lumo_ev": [-2.694, -2.757],
  "total_charge": 1,
  "spin_multiplicity": 4,
  "total_energy_ev": -128776.9824
}

No. 3
{
  "formula": "C20H24Cl2N7PPdTe",
  "method": "the ωB97M-V functional and the def2-TZVPD basis",
  "species": ["Pd", "C", "N", "C", "C", "N", "C", "P", "C", "N", "C", "C", "N", "C", "C", "N", "C", "C", "N", "C", "H", "H", "H", "H", "H", "H", "H", "H", "H", "H", "H", "H", "H", "H", "H", "C", "Te", "C", "H", "H", "H", "H", "H", "H", "Cl", "C", "C", "C", "C", "C", "Cl", "C", "N", "H", "H", "H"],
  "xyz": [[-0.911, -0.356, 0.923], [3.463, 0.563, -0.980], [2.746, 0.101, 0.181], [2.962, 0.555, 1.454], [2.047, -0.061, 2.245], [1.255, -0.875, 1.485], [1.683, -0.743, 0.227], [1.181, -1.856, -1.156], [0.094, -2.923, -0.158], [-0.884, -2.556, 0.658], [-1.395, -3.693, 1.192], [-0.718, -4.770, 0.697], [0.226, -4.272, -0.152], [1.173, -5.059, -0.914], [-0.105, -1.032, -2.165], [-1.396, -1.268, -2.061], [-1.980, -0.642, -3.118], [-1.031, -0.032, -3.885], [0.166, -0.298, -3.289], [1.447, 0.161, -3.767], [4.504, 0.733, -0.713], [3.028, 1.494, -1.346], [3.424, -0.200, -1.753], [3.726, 1.278, 1.673], [1.904, 0.031, 3.306], [-2.205, -3.672, 1.898], [-0.824, -5.824, 0.873], [1.023, -6.107, -0.667], [2.194, -4.776, -0.663], [1.015, -4.919, -1.983], [-3.046, -0.661, -3.261], [-1.096, 0.563, -4.777], [1.411, 0.249, -4.851], [2.212, -0.568, -3.507], [1.703, 1.129, -3.337], [-5.188, 1.211, 0.139], [-3.081, 1.353, 0.694], [-2.690, 2.391, -1.117], [-5.513, 2.234, -0.024], [-5.749, 0.778, 0.962], [-5.355, 0.622, -0.761], [-3.290, 1.968, -1.919], [-1.627, 2.293, -1.315], [-2.944, 3.437, -0.970], [-1.292, 0.436, 3.665], [-0.270, 1.814, 3.302], [0.239, 2.528, 4.364], [1.081, 3.610, 4.143], [1.412, 3.936, 2.834], [0.899, 3.204, 1.787], [1.407, 3.616, 0.163], [-0.012, 2.122, 1.935], [-0.546, 1.571, 0.843], [-0.022, 2.230, 5.370], [1.466, 4.187, 4.970], [2.077, 4.762, 2.623]],
  "mulliken_charge": [0.248, -0.943, 0.314, -0.325, -1.107, -0.456, 0.889, -0.583, 0.115, 0.222, -1.114, -0.179, 0.147, -0.792, 0.460, -0.206, -1.144, -0.021, 0.244, -0.937, 0.386, 0.202, 0.372, 0.478, 0.569, 0.456, 0.390, 0.305, 0.323, 0.327, 0.494, 0.459, 0.379, 0.385, 0.243, -1.176, 0.599, -1.018, 0.327, 0.319, 0.317, 0.343, 0.179, 0.427, -0.199, 0.600, -0.593, -0.404, -0.597, 0.411, -0.244, -0.377, -0.719, 0.405, 0.394, 0.404],
  "lumo_ev": 0.381,
  "relative_energy_kj_mol": 54.91,
  "total_energy_ev": -76664.5931
}

No. 4
{
  "formula": "C20H24ClN3O3S",
  "method": "the ωB97M-V functional and the def2-TZVPD basis",
  "species": ["C", "O", "C", "C", "C", "S", "C", "C", "O", "N", "C", "C", "C", "C", "N", "C", "O", "C", "C", "C", "C", "Cl", "C", "N", "C", "C", "C", "C", "H", "H", "H", "H", "H", "H", "H", "H", "H", "H", "H", "H", "H", "H", "H", "H", "H", "H", "H", "H", "H", "H", "H", "H"],
  "xyz": [[4.540, -0.896, 3.995], [3.322, -0.934, 3.288], [2.571, 0.249, 3.478], [1.385, 0.225, 2.570], [0.083, 0.335, 2.961], [-1.001, 0.293, 1.644], [0.294, 0.152, 0.523], [-0.005, 0.010, -0.921], [-0.992, -0.611, -1.277], [0.937, 0.446, -1.828], [1.167, -0.359, -3.018], [2.640, -0.747, -3.096], [3.542, 0.480, -3.023], [3.222, 1.327, -1.794], [4.065, 2.504, -1.753], [4.577, 2.981, -0.591], [4.354, 2.459, 0.490], [5.433, 4.209, -0.709], [6.140, 4.535, -1.864], [6.908, 5.686, -1.885], [6.963, 6.505, -0.772], [7.936, 7.945, -0.822], [6.267, 6.197, 0.401], [6.286, 7.036, 1.495], [5.508, 5.026, 0.405], [1.724, 1.682, -1.791], [1.311, 2.701, -0.738], [1.498, 0.115, 1.160], [5.061, -1.831, 3.800], [5.165, -0.059, 3.663], [4.372, -0.800, 5.075], [2.251, 0.337, 4.525], [3.198, 1.120, 3.243], [-0.289, 0.428, 3.969], [0.523, -1.232, -2.964], [0.881, 0.205, -3.915], [2.871, -1.422, -2.267], [2.826, -1.295, -4.022], [4.594, 0.188, -3.003], [3.392, 1.095, -3.920], [3.452, 0.758, -0.896], [4.215, 3.022, -2.602], [6.137, 3.887, -2.730], [7.480, 5.953, -2.763], [6.032, 6.621, 2.375], [7.046, 7.694, 1.545], [4.961, 4.740, 1.295], [1.528, 2.157, -2.766], [1.717, 3.673, -1.021], [0.224, 2.790, -0.710], [1.673, 2.464, 0.257], [2.445, 0.007, 0.657]],
  "mulliken_charge": [-0.723, -0.332, -0.392, 0.048, -0.710, -0.237, 0.601, 0.163, -0.654, 0.406, -0.912, -0.545, -1.134, 0.378, -0.016, 0.458, -0.611, 0.076, -0.444, -0.840, 0.429, -0.244, 0.478, -0.532, -0.636, 0.096, -1.885, -0.425, 0.255, 0.283, 0.296, 0.401, 0.229, 0.474, 0.408, 0.318, 0.300, 0.388, 0.312, 0.473, -0.013, 0.345, 0.472, 0.415, 0.235, 0.185, 0.353, 0.277, 0.564, 0.455, 0.195, 0.523],
  "lumo_ev": 0.554,
  "relative_energy_kj_mol": 8.16,
  "total_energy_ev": -55101.0648
}

Please write out number 1 again, unchanged.
{
  "formula": "C20H24BrMnN5O8",
  "method": "the ωB97M-V functional and the def2-TZVPD basis",
  "species": ["Mn", "C", "C", "N", "C", "C", "N", "C", "O", "O", "C", "O", "O", "H", "H", "H", "H", "H", "C", "C", "C", "N", "H", "H", "H", "H", "H", "Br", "C", "C", "C", "C", "N", "C", "H", "H", "H", "H", "O", "C", "O", "C", "N", "C", "C", "C", "H", "H", "H", "H", "H", "H", "H", "H", "H", "O", "C", "O", "H"],
  "xyz": [[0.409, 0.797, -0.328], [1.740, -2.289, 0.394], [1.834, -1.793, -1.005], [1.442, -0.564, -1.262], [1.603, -0.310, -2.595], [2.113, -1.424, -3.175], [2.258, -2.341, -2.152], [2.530, -1.775, -4.564], [2.285, -0.874, -5.494], [2.973, -2.871, -4.766], [1.178, 1.051, -2.989], [1.221, 1.444, -4.128], [0.736, 1.725, -1.940], [1.941, -1.561, 2.376], [2.396, -3.139, 0.570], [0.718, -2.627, 0.586], [2.652, -3.262, -2.310], [1.888, -0.043, -5.153], [4.559, -1.885, 1.615], [3.598, -0.749, 1.279], [2.121, -1.167, 1.372], [1.271, 0.051, 1.224], [5.580, -1.508, 1.630], [4.529, -2.690, 0.881], [4.348, -2.308, 2.598], [3.797, -0.349, 0.281], [3.767, 0.070, 1.982], [-0.860, 0.033, 5.927], [0.246, 0.792, 4.632], [0.928, 1.983, 4.860], [1.720, 2.519, 3.855], [1.830, 1.866, 2.652], [1.170, 0.709, 2.467], [0.375, 0.171, 3.413], [0.831, 2.485, 5.814], [2.257, 3.445, 4.001], [2.415, 2.224, 1.817], [-0.157, -0.730, 3.145], [-2.301, 1.940, -1.372], [-2.237, 0.731, -1.299], [-1.234, 0.020, -0.879], [-3.408, -0.117, -1.793], [-4.373, 0.864, -2.414], [-5.688, 0.776, -1.669], [-5.263, 0.276, -0.300], [-4.186, -0.759, -0.633], [-3.069, -0.833, -2.538], [-4.485, 0.727, -3.417], [-3.929, 1.788, -2.260], [-6.313, 0.053, -2.190], [-6.171, 1.749, -1.683], [-6.100, -0.148, 0.250], [-4.847, 1.093, 0.293], [-4.637, -1.695, -0.962], [-3.529, -0.975, 0.205], [-1.700, 1.362, 1.774], [-1.165, 2.348, 1.325], [-0.094, 2.321, 0.542], [-1.513, 3.372, 1.510]],
  "mulliken_charge": [0.029, -1.582, 0.039, 0.859, -0.227, 0.531, -0.126, 0.514, -0.487, -0.538, 0.887, -0.720, -0.568, 0.726, 0.537, 0.433, 0.312, 0.393, -1.357, -0.414, -0.062, -0.231, 0.416, 0.323, 0.353, 0.293, 0.351, -0.069, -0.619, 0.022, -1.117, 0.259, 0.148, 0.203, 0.510, 0.480, 0.510, 0.626, -0.622, 0.472, -0.205, -0.399, -0.076, -0.643, -0.563, -0.742, 0.458, 0.352, 0.424, 0.344, 0.383, 0.445, 0.220, 0.422, 0.328, -0.472, 0.100, -0.288, 0.423],
  "lumo_ev": [-9.100, -6.812],
  "relative_energy_kj_mol": 188.18,
  "total_charge": 2,
  "spin_multiplicity": 4,
  "total_energy_ev": -146309.9606
}